Entry from the OMol25 dataset: a 2-piece molecular cluster, C5H16N2S overall at a distorted geometry (the ωB97M-V functional and the def2-TZVPD basis).

## Properties
Maximum force: 0.0588 Eh/bohr
SMILES string: CCNC.NCCS
Lowest unoccupied orbital energy: 0.030 Eh
E: -707.73702 hartree
Charge: 0
Orbital gap: 9.0 eV

Last column: natural (NBO) charge in e.
Atoms and positions in Å:
C  0.2563  0.5854  2.3359  -0.615
C  -0.1102  -0.8891  2.2536  -0.210
N  -0.4740  -1.3213  0.9049  -0.628
C  -0.5649  -2.7701  0.7799  -0.423
H  -0.4417  1.2955  1.8933  0.206
H  0.3640  0.8201  3.3979  0.216
H  1.2420  0.7387  1.8981  0.216
H  0.8005  -1.4392  2.5058  0.195
H  -0.8902  -1.1683  2.9720  0.173
H  -1.2995  -0.8401  0.5665  0.372
H  0.4204  -3.2008  0.9693  0.201
H  -0.8715  -3.0674  -0.2228  0.214
H  -1.2734  -3.2503  1.4678  0.181
N  -0.5302  1.8243  -3.3362  -0.831
C  0.5397  2.1764  -2.4059  -0.259
C  0.5073  1.4141  -1.0976  -0.424
S  0.8825  -0.5169  -1.6499  -0.328
H  -1.4439  1.9384  -2.9158  0.344
H  -0.4183  0.8489  -3.5856  0.370
H  1.4762  1.8746  -2.8815  0.199
H  0.5730  3.2629  -2.2952  0.197
H  -0.3949  1.4900  -0.4982  0.193
H  1.4305  1.4062  -0.5305  0.221
H  0.2204  -1.2121  -0.5256  0.221

=====

Entry from the OMol25 dataset: one molecule with the formula C6H8O3 at a distorted geometry (the ωB97M-V functional and the def2-TZVPD basis).

## Properties
Maximum force: 0.0604 Eh/bohr
SMILES string: CC(=O)C(=O)/C=C(\C)O
Lowest unoccupied orbital energy: -0.008 Eh
E: -459.07848 hartree
Charge: 0
Orbital gap: 8.4 eV

Last column: natural (NBO) charge in e.
Atoms and positions in Å:
C  -0.2548  2.2053  0.5597  -0.738
C  0.5127  1.2705  -0.3366  0.511
O  0.6660  1.4502  -1.5257  -0.547
C  1.5314  0.2330  0.5361  0.474
O  2.5070  0.7781  0.9995  -0.543
C  0.9302  -1.0290  0.7820  -0.446
C  -0.2864  -1.2577  0.1645  0.459
C  -0.5528  -1.2683  -1.3119  -0.711
O  -1.1896  -1.9657  0.9148  -0.648
H  -0.0355  2.0885  1.6220  0.234
H  0.0152  3.2316  0.2981  0.249
H  -1.3268  2.0702  0.4023  0.235
H  1.2753  -1.6210  1.6248  0.245
H  -1.4072  -0.6313  -1.5572  0.234
H  -0.7916  -2.2891  -1.6325  0.239
H  0.3122  -0.9567  -1.8951  0.270
H  -1.9055  -2.3086  0.3550  0.483

=====

Entry from the OMol25 dataset: a 3-piece molecular cluster, C2H10N2O2 overall at a distorted geometry (the ωB97M-V functional and the def2-TZVPD basis).

## Properties
Maximum force: 0.0845 Eh/bohr
SMILES string: N/C=C/N.O.O
Lowest unoccupied orbital energy: 0.032 Eh
E: -342.12341 hartree
Charge: 0
Orbital gap: 8.7 eV

Last column: natural (NBO) charge in e.
Atoms and positions in Å:
N  -3.6004  -0.2364  -0.0605  -0.870
C  -3.1069  -0.2240  -1.4548  -0.065
C  -2.6334  -1.1916  -2.1797  -0.080
N  -1.9427  -1.0209  -3.4393  -0.818
H  -3.9731  -1.1006  0.2824  0.371
H  -3.1460  0.3486  0.6456  0.385
H  -2.9958  0.7838  -1.8555  0.172
H  -3.1592  -2.1740  -2.0301  0.184
H  -2.2054  -1.7433  -4.1260  0.362
H  -2.2431  -0.1495  -3.9353  0.360
O  4.5396  0.3856  4.1812  -0.955
H  4.6899  -0.1600  3.4344  0.473
H  4.8115  -0.0618  4.9899  0.484
O  5.3432  2.2718  2.0119  -0.946
H  4.6466  1.7793  2.4593  0.477
H  4.9752  2.4929  1.0767  0.467

=====

Entry from the OMol25 dataset: a 12-piece molecular cluster, C64H73N16OS overall at a distorted geometry (the ωB97M-V functional and the def2-TZVPD basis).

## Properties
Maximum force: 0.0447 Eh/bohr
Lowest unoccupied orbital energy: -0.100 Eh
E: -3831.76078 hartree
Charge: +1
Orbital gap: 7.6 eV

Last column: Löwdin charge in e.
Atoms and positions in Å:
C  -0.2500  3.4002  -2.3140  -0.076
C  -0.4889  2.4330  -3.4964  -0.213
C  0.3607  1.1636  -3.4169  -0.373
C  0.1824  0.4038  -4.7602  -0.040
N  -0.1733  0.2970  -2.3192  0.100
C  0.7197  0.1464  -1.2356  -0.336
N  0.2301  0.3542  0.0369  0.184
N  1.9596  -0.1748  -1.3955  0.156
C  2.9732  -0.4082  -0.3534  -0.197
C  3.2502  0.7721  0.5990  -0.380
S  3.3447  0.0789  2.3118  1.017
C  2.2013  0.9572  3.2998  -0.711
N  2.1688  0.9974  4.5568  0.067
N  1.1097  1.8328  4.8834  0.074
C  0.6013  2.2347  3.8140  -0.186
O  1.2316  1.7062  2.7280  0.009
H  0.0338  4.3966  -2.6513  0.074
H  -1.1696  3.5214  -1.7438  0.073
H  0.5695  3.0477  -1.6808  0.055
H  -1.5409  2.1608  -3.5853  0.114
H  -0.2357  2.9380  -4.4298  0.108
H  1.4158  1.4272  -3.3169  0.135
H  -0.6557  -0.2956  -4.7371  0.072
H  -0.0482  1.1390  -5.5273  0.078
H  1.1026  -0.1230  -5.0192  0.061
H  -0.3462  -0.6396  -2.6879  0.126
H  -0.7787  0.1548  0.0588  0.089
H  0.2715  1.3696  0.1651  0.110
H  2.2567  -0.3326  -2.3522  0.172
H  2.7342  -1.3246  0.1810  0.104
H  3.9039  -0.6216  -0.8794  0.106
H  2.4815  1.5390  0.5853  0.063
H  4.2272  1.2180  0.4460  0.076
H  -0.2176  2.9165  3.6771  0.140
N  -2.9809  -2.1607  -2.8149  0.043
C  -3.1200  -3.4865  -2.8483  -0.155
C  -3.6593  -4.1772  -3.9226  -0.066
C  -4.0818  -3.4524  -5.0244  -0.072
C  -3.9480  -2.0736  -5.0094  -0.069
C  -3.3927  -1.4814  -3.8865  -0.176
H  -2.7796  -4.0135  -1.9638  0.104
H  -3.7456  -5.2545  -3.8947  0.105
H  -4.5096  -3.9545  -5.8827  0.110
H  -4.2665  -1.4707  -5.8487  0.104
H  -3.2664  -0.4041  -3.8321  0.094
N  -2.5840  0.8731  1.2292  0.042
C  -2.3917  1.0264  2.5345  -0.163
C  -3.3282  1.5774  3.3933  -0.057
C  -4.5355  1.9942  2.8569  -0.071
C  -4.7561  1.8444  1.4962  -0.058
C  -3.7526  1.2797  0.7277  -0.140
H  -1.4291  0.6830  2.8987  0.081
H  -3.1170  1.6765  4.4496  0.108
H  -5.2961  2.4319  3.4901  0.105
H  -5.6846  2.1603  1.0426  0.102
H  -3.8784  1.1407  -0.3406  0.103
N  5.1639  -2.9164  -1.1362  0.035
C  5.4621  -3.7410  -2.1406  -0.159
C  5.7763  -5.0798  -1.9674  -0.065
C  5.7851  -5.5921  -0.6807  -0.067
C  5.4807  -4.7525  0.3770  -0.069
C  5.1778  -3.4321  0.0961  -0.156
H  5.4463  -3.2976  -3.1304  0.101
H  6.0078  -5.7033  -2.8198  0.104
H  6.0253  -6.6320  -0.5033  0.104
H  5.4766  -5.1148  1.3939  0.095
H  4.9300  -2.7399  0.8959  0.092
N  1.9904  -1.9746  -6.8468  0.039
C  1.8622  -3.3019  -6.8560  -0.162
C  1.3171  -4.0184  -7.9098  -0.070
C  0.8750  -3.3191  -9.0199  -0.068
C  0.9964  -1.9397  -9.0329  -0.081
C  1.5589  -1.3195  -7.9290  -0.162
H  2.2189  -3.8104  -5.9665  0.099
H  1.2421  -5.0960  -7.8604  0.103
H  0.4428  -3.8404  -9.8644  0.112
H  0.6644  -1.3584  -9.8816  0.095
H  1.6773  -0.2414  -7.8977  0.102
N  -5.5024  5.3564  2.3545  0.051
C  -5.3138  5.5153  3.6671  -0.176
C  -6.2567  6.0655  4.5205  -0.076
C  -7.4662  6.4792  3.9856  -0.077
C  -7.6828  6.3259  2.6273  -0.070
C  -6.6754  5.7612  1.8609  -0.160
H  -4.3520  5.1804  4.0428  0.097
H  -6.0479  6.1674  5.5769  0.101
H  -8.2282  6.9150  4.6194  0.107
H  -8.6104  6.6348  2.1660  0.096
H  -6.8082  5.6218  0.7953  0.080
N  -8.9589  5.5080  -0.5438  0.051
C  -9.1236  4.1868  -0.5964  -0.155
C  -9.7225  3.5263  -1.6575  -0.071
C  -10.1804  4.2810  -2.7251  -0.078
C  -10.0202  5.6562  -2.6893  -0.069
C  -9.4044  6.2168  -1.5810  -0.144
H  -8.7530  3.6367  0.2631  0.101
H  -9.8277  2.4501  -1.6463  0.102
H  -10.6556  3.8041  -3.5729  0.107
H  -10.3643  6.2814  -3.5015  0.104
H  -9.2554  7.2888  -1.5117  0.106
N  2.9736  1.1088  8.5204  0.032
C  3.1964  1.3068  9.8216  -0.151
C  2.2768  1.8866  10.6811  -0.067
C  1.0565  2.2888  10.1630  -0.081
C  0.8056  2.0942  8.8145  -0.069
C  1.7912  1.5013  8.0401  -0.151
H  4.1665  0.9816  10.1828  0.111
H  2.5122  2.0201  11.7279  0.103
H  0.3119  2.7475  10.8016  0.105
H  -0.1339  2.3947  8.3704  0.099
H  1.6382  1.3274  6.9839  0.052
N  3.6891  -7.1914  1.7149  0.050
C  4.0961  -8.4609  1.7000  -0.153
C  3.7289  -9.3998  2.6510  -0.068
C  2.8937  -8.9984  3.6803  -0.075
C  2.4606  -7.6833  3.7157  -0.069
C  2.8845  -6.8258  2.7128  -0.154
H  4.7512  -8.7316  0.8784  0.099
H  4.0887  -10.4173  2.5862  0.104
H  2.5846  -9.7005  4.4440  0.108
H  1.8085  -7.3293  4.5022  0.103
H  2.5669  -5.7881  2.6995  0.103
N  2.3047  -1.1121  -12.2008  0.050
C  3.3655  -0.9846  -11.4043  -0.168
C  4.1812  0.1360  -11.3804  -0.071
C  3.8812  1.1836  -12.2361  -0.080
C  2.7841  1.0697  -13.0737  -0.071
C  2.0313  -0.0936  -13.0154  -0.153
H  3.5629  -1.8311  -10.7550  0.101
H  5.0284  0.1850  -10.7100  0.102
H  4.4941  2.0760  -12.2501  0.106
H  2.5164  1.8637  -13.7570  0.102
H  1.1621  -0.2248  -13.6507  0.104
N  -1.2740  -2.2314  4.0198  0.049
C  -0.3466  -1.7160  4.8208  -0.161
C  -0.2331  -2.0198  6.1680  -0.060
C  -1.1428  -2.9137  6.7110  -0.073
C  -2.1188  -3.4619  5.8904  -0.070
C  -2.1412  -3.0889  4.5545  -0.157
H  0.3393  -1.0214  4.3464  0.080
H  0.5447  -1.5706  6.7714  0.102
H  -1.0925  -3.1801  7.7590  0.108
H  -2.8470  -4.1612  6.2778  0.102
H  -2.8854  -3.4898  3.8750  0.102
N  6.5700  2.7907  8.1336  0.057
C  7.6325  3.3369  7.5427  -0.161
C  7.6900  3.6455  6.1923  -0.082
C  6.5816  3.3672  5.4087  -0.092
C  5.4677  2.7976  6.0029  -0.069
C  5.5098  2.5305  7.3646  -0.138
H  8.4778  3.5347  8.1932  0.101
H  8.5794  4.0910  5.7677  0.098
H  6.5873  3.5920  4.3487  0.098
H  4.5816  2.5627  5.4273  0.083
H  4.6544  2.0858  7.8699  0.060

=====

Entry from the OMol25 dataset: C15H13N4O9RuS3 as an isolated structure at a distorted geometry (the ωB97M-V functional and the def2-TZVPD basis).

## Properties
⟨S²⟩: 0.757
Spin multiplicity: 2
Maximum force: 0.0215 Eh/bohr
Lowest unoccupied orbital energy (alpha / beta): 0.149 / 0.149 Eh
E: -2765.20617 hartree
Charge: -2
Orbital gap (alpha / beta): 5.9 / 5.9 eV

Last column: Mulliken spin population.
Atoms and positions in Å:
Ru  0.1074  0.4921  -1.2582  0.655
O  5.4158  -1.4609  1.5981  0.001
C  4.1937  -1.1823  1.0527  0.003
C  3.4987  -2.1128  0.2969  -0.001
C  2.2643  -1.7725  -0.2217  0.012
N  1.7349  -0.5572  -0.0452  0.038
C  2.4060  0.3271  0.6974  0.000
C  3.6332  0.0634  1.2732  -0.004
C  1.7279  1.6682  0.9019  0.004
O  2.2795  2.5123  1.6055  -0.001
O  0.6117  1.7904  0.3048  -0.003
C  1.4358  -2.8093  -0.9958  -0.005
O  2.0389  -3.8517  -1.3258  0.000
O  0.2665  -2.4459  -1.1822  0.004
H  5.6526  -2.3589  1.3434  0.000
H  3.8733  -3.1103  0.0991  0.000
H  4.1187  0.8216  1.8691  0.000
S  -1.9152  0.4257  -0.3008  0.256
C  -3.0170  -0.7133  -1.1351  -0.006
S  -3.3103  -2.1873  -0.4050  0.018
C  -3.6729  -0.2591  -2.2848  -0.004
C  -4.6213  -1.0778  -2.9587  0.000
N  -5.3959  -1.7020  -3.5477  0.001
C  -3.5060  1.0430  -2.8371  0.004
N  -3.4508  2.1042  -3.2890  0.003
C  -1.5100  -2.9261  -3.9194  -0.001
N  -0.1229  -2.5085  -4.0219  -0.001
C  0.8488  -3.5192  -4.3773  0.000
C  0.2654  -1.3849  -3.4414  0.000
O  -0.5168  -0.5211  -3.0201  0.004
H  -1.8712  -3.2840  -4.8848  0.000
H  -2.1109  -2.0823  -3.5927  0.001
H  -1.5955  -3.7152  -3.1690  0.000
H  0.6411  -3.8950  -5.3825  0.000
H  0.8235  -4.3339  -3.6510  0.000
H  1.8494  -3.0924  -4.3517  0.000
H  1.3501  -1.2357  -3.3905  -0.002
C  1.9950  3.7246  -1.8985  0.002
S  1.3162  2.3796  -2.8296  0.006
O  2.0120  1.1407  -2.4110  -0.002
O  1.4451  2.7296  -4.2155  -0.003
O  -0.0950  2.2503  -2.3474  0.021
H  2.9016  4.0554  -2.3996  0.000
H  2.1862  3.4037  -0.8786  0.001
H  1.2431  4.5106  -1.9021  0.000